# 1
The following is a quantum chemistry calculation of a molecular structure, C53H81BGeN10O6Se2Sr, from OMol25.

Last column: Mulliken charge in e.
Positions of all 155 atoms, in Å:
1 Sr -0.26254 0.65155 0.06305  2.108
2 C -0.18745 5.14838 -3.95434  -1.298
3 N -0.86471 4.17371 -3.13977  0.890
4 C -2.29892 4.12836 -3.23418  -1.109
5 C -0.15502 3.26987 -2.34533  -0.632
6 N -0.40771 3.00821 -1.11458  1.039
7 C -1.29294 3.87787 -0.35220  -0.898
8 C -2.57128 3.15098 0.06893  -1.026
9 N -2.35979 2.20050 1.16801  2.174
10 C -3.53099 1.33460 1.34524  -1.238
11 C -3.62903 0.21346 0.31315  -0.923
12 N -2.77110 -0.90456 0.67912  0.875
13 C -3.30849 -2.02193 0.99400  -0.637
14 N -2.55888 -3.17002 1.07801  0.562
15 C -1.14695 -3.09307 0.74639  0.140
16 C -2.87799 -4.22180 2.02068  -1.292
17 N -4.67654 -2.24646 1.27721  0.770
18 C -5.45106 -3.00077 0.32290  -1.149
19 C -5.41278 -1.33669 2.11920  -1.166
20 C -2.06590 2.90970 2.42560  -2.857
21 C -1.04600 2.17684 3.27414  1.606
22 N -1.45493 0.85374 3.68615  0.580
23 C -1.43459 0.52377 4.90745  -0.141
24 N -1.79210 -0.77825 5.26870  0.275
25 C -1.91294 -1.74392 4.19352  -0.093
26 C -1.27641 -1.35833 6.49032  -1.193
27 N -1.09585 1.34474 6.02631  0.139
28 C -1.90930 2.52854 6.22263  -0.927
29 C 0.32914 1.54381 6.23829  -0.648
30 N 0.89345 2.67190 -2.99315  0.597
31 C 0.78285 2.27981 -4.38076  -0.401
32 C 1.87731 1.92542 -2.23948  0.552
33 H -0.52887 6.15999 -3.70620  0.379
34 H -0.36476 4.98503 -5.02703  0.316
35 H 0.88319 5.09699 -3.77007  0.330
36 H -2.60064 4.06387 -4.28851  0.326
37 H -2.78356 5.01155 -2.79952  0.265
38 H -2.66851 3.23949 -2.73007  0.263
39 H -1.55548 4.79066 -0.89470  0.438
40 H -0.74741 4.22194 0.53277  -0.303
41 H -2.95186 2.58523 -0.78339  0.404
42 H -3.34395 3.88712 0.35052  0.102
43 H -4.45064 1.94692 1.35298  0.037
44 H -3.42515 0.88030 2.32906  0.236
45 H -3.28124 0.56772 -0.65939  0.175
46 H -4.67464 -0.07738 0.16709  0.108
47 H -0.77300 -4.11193 0.63719  0.220
48 H -0.57039 -2.59075 1.52540  0.270
49 H -1.00689 -2.56174 -0.19148  -0.588
50 H -2.77899 -5.19884 1.53794  0.241
51 H -3.89490 -4.11041 2.38643  0.413
52 H -2.19087 -4.19889 2.87425  0.351
53 H -4.80146 -3.69822 -0.20417  0.346
54 H -5.94067 -2.35331 -0.42017  0.269
55 H -6.23122 -3.57575 0.83409  0.276
56 H -4.72183 -0.76032 2.73151  0.243
57 H -6.06263 -1.90833 2.79220  0.279
58 H -6.04669 -0.63496 1.56075  0.384
59 H -3.00179 3.09798 2.97702  0.260
60 H -1.61408 3.88064 2.21732  0.586
61 H -0.73810 2.84152 4.08342  0.167
62 H -0.14657 2.05062 2.66455  -1.083
63 H -0.94017 -2.19211 3.94373  0.041
64 H -2.28731 -1.25827 3.29696  -0.397
65 H -2.59435 -2.54026 4.50624  0.537
66 H -0.27692 -1.79395 6.34400  0.231
67 H -1.94503 -2.16013 6.81484  0.341
68 H -1.22302 -0.60378 7.26905  0.360
69 H -2.94285 2.30575 5.95482  0.340
70 H -1.58171 3.40005 5.64246  0.364
71 H -1.88547 2.80443 7.28204  0.265
72 H 0.85750 0.60904 6.05011  0.023
73 H 0.50222 1.83035 7.28055  0.420
74 H 0.76655 2.31534 5.59303  0.186
75 H 1.59325 2.70675 -4.98137  0.282
76 H -0.17111 2.59538 -4.79779  0.380
77 H 0.85135 1.19060 -4.45795  -0.501
78 H 2.04381 2.35026 -1.25134  -1.185
79 H 2.83400 1.95440 -2.76179  0.471
80 H 1.60285 0.86255 -2.15391  -0.280
81 O 4.68975 4.77150 0.39057  -0.717
82 C 3.33667 4.83884 0.83304  -1.260
83 C 3.10195 4.16904 2.19261  3.352
84 C 3.67125 5.08502 3.28842  -1.601
85 O 3.20366 4.76805 4.59889  -0.616
86 C 1.59166 3.97097 2.40602  -0.028
87 Se 0.52103 5.59860 2.80358  -0.554
88 C 3.81326 2.79686 2.27544  -1.607
89 Se 3.74724 1.61788 0.68329  -0.659
90 H 4.82165 3.82491 0.19046  0.306
91 H 2.68252 4.36029 0.09518  0.063
92 H 3.06266 5.89376 0.89070  0.590
93 H 3.40019 6.11924 3.05526  0.399
94 H 4.76001 5.00314 3.30842  0.495
95 H 2.26964 5.04457 4.58222  0.381
96 H 1.47229 3.28558 3.24463  -0.654
97 H 1.21370 3.44538 1.51993  -0.794
98 H 3.40789 2.24413 3.12386  0.238
99 H 4.87086 2.97008 2.47910  0.536
100 O 1.51433 0.20069 3.18124  0.805
101 B 1.08679 -0.56497 2.03216  -1.756
102 O 1.52714 -1.92262 2.33760  -0.156
103 C 2.14960 -1.91284 3.54232  -0.207
104 C 2.71048 -2.95891 4.24189  -1.329
105 C 3.29987 -2.66382 5.47592  -0.570
106 C 3.32463 -1.36370 5.96475  -0.959
107 C 2.75098 -0.30863 5.24853  -0.888
108 C 2.15169 -0.61474 4.04494  1.591
109 H 2.70308 -3.96434 3.83958  0.452
110 H 3.75629 -3.46015 6.05204  0.360
111 H 3.80886 -1.15925 6.91217  0.405
112 H 2.79713 0.71476 5.59879  0.595
113 O -0.33756 -1.52833 -2.13555  -0.045
114 C -1.12361 -0.69363 -2.64200  0.631
115 O -1.52902 0.34131 -2.05140  -0.255
116 C -1.63304 -0.95081 -4.05754  -1.854
117 C -0.56924 -1.34845 -5.08349  -1.084
118 Ge 0.88003 -2.56643 -4.52903  1.596
119 C 2.43350 -1.79266 -3.64576  0.666
120 C 3.32893 -1.08471 -4.44808  -0.181
121 C 4.40800 -0.40610 -3.89314  -0.631
122 C 4.61797 -0.43511 -2.52425  -0.635
123 C 3.75400 -1.16378 -1.71318  -0.627
124 C 2.67564 -1.83188 -2.27035  0.292
125 C 1.61948 -3.12154 -6.29572  -0.641
126 C 1.37843 -2.41901 -7.47570  -0.182
127 C 1.94361 -2.81018 -8.68559  -0.713
128 C 2.76799 -3.92336 -8.73792  -0.490
129 C 3.02354 -4.63851 -7.57442  -0.682
130 C 2.45556 -4.23756 -6.37389  -0.243
131 C 0.15321 -4.25754 -3.85981  0.033
132 C 0.29308 -4.70368 -2.54852  0.292
133 C -0.25782 -5.91178 -2.14150  -0.629
134 C -0.97533 -6.69156 -3.03787  -0.535
135 C -1.13037 -6.26038 -4.34757  -0.696
136 C -0.56166 -5.05915 -4.75103  -0.368
137 H -2.18160 -0.06334 -4.37739  0.363
138 H -2.35530 -1.76924 -3.96604  0.414
139 H -0.08383 -0.45275 -5.48117  0.500
140 H -1.04600 -1.84129 -5.93646  0.571
141 H 3.18187 -1.04812 -5.52353  0.291
142 H 5.07231 0.16341 -4.53339  0.372
143 H 5.41934 0.12998 -2.06610  0.346
144 H 3.89415 -1.15330 -0.63983  0.608
145 H 1.98861 -2.33610 -1.60654  -0.273
146 H 0.74062 -1.54197 -7.46144  0.264
147 H 1.74063 -2.24106 -9.58554  0.390
148 H 3.21236 -4.23123 -9.67695  0.350
149 H 3.67028 -5.50769 -7.60306  0.382
150 H 2.66871 -4.80800 -5.47518  0.341
151 H 0.82627 -4.09847 -1.83093  0.091
152 H -0.13186 -6.24156 -1.11690  0.418
153 H -1.41056 -7.63061 -2.71682  0.363
154 H -1.68921 -6.85997 -5.05677  0.390
155 H -0.67144 -4.74626 -5.78489  0.320

The value obtained for the frontier orbital gap is 4.61 eV. The total energy comes out at -10002.66634 Ha. The energy above the lowest of the compared OMol25 structures with the same formula, charge and spin comes out at 14.1 kJ/mol. The calculation puts the maximum force at 0.0194 hartree/bohr. The charge is -2. As for the HOMO energy: -1.1 eV.

=====

# 2
The following is a quantum chemistry calculation of a molecular structure, C9H19F4IMnN3O9S4 in a non-equilibrium geometry, from OMol25.

Last column: Mulliken charge in e.
Positions of all 50 atoms, in Å:
1 Mn 1.42473 0.60713 1.21575  0.754
2 N 2.25070 -1.23152 1.47472  0.283
3 S 3.34166 -2.07867 0.72998  0.949
4 O 2.81577 -3.23654 0.07837  -0.599
5 O 4.63602 -2.18322 1.30335  -0.621
6 F 3.61925 -1.09890 -0.50932  -0.265
7 S 2.27013 -2.10456 2.94642  0.773
8 O 3.06252 -1.42426 3.88979  -0.516
9 O 2.23944 -3.51185 2.91911  -0.564
10 F 0.79027 -1.67566 3.31816  -0.225
11 N 2.22143 1.89216 -0.10799  0.165
12 S 3.76153 2.56575 0.33078  0.906
13 O 3.58809 3.58484 1.28489  -0.520
14 O 4.82631 2.53611 -0.59280  -0.528
15 F 4.06464 1.26915 1.22069  -0.254
16 S 2.24757 2.31684 -1.64158  0.822
17 O 2.92466 1.42289 -2.50716  -0.555
18 O 2.32331 3.71978 -1.82743  -0.627
19 F 0.70294 2.01044 -1.96674  -0.196
20 I 1.29349 2.00415 3.66057  -0.589
21 C -0.99417 -2.37756 0.05935  -1.826
22 C -1.03353 -1.10945 -0.82892  1.421
23 C -2.25226 -1.28894 -1.76659  -1.575
24 C -2.81029 0.04713 -2.32145  -0.719
25 C -2.54121 1.24280 -1.41454  -1.020
26 C -2.30201 0.91454 0.05510  1.123
27 N -1.09256 0.07190 0.05639  1.287
28 O -0.55650 -0.09713 1.34344  -0.143
29 C -2.02200 2.20909 0.81798  -1.725
30 C -3.48014 0.17171 0.70060  -1.476
31 C 0.18845 -1.15141 -1.74048  -1.207
32 H -0.94006 -3.36722 -0.38837  0.397
33 H -1.74707 -2.35669 0.85083  0.399
34 H -0.02861 -2.30063 0.56736  0.343
35 H -1.92906 -1.77060 -2.69103  0.462
36 H -3.04028 -1.94665 -1.40181  0.484
37 H -3.88548 -0.03345 -2.49996  0.301
38 H -2.34047 0.28164 -3.27663  0.473
39 H -3.22473 2.09612 -1.46498  0.609
40 H -1.61402 1.73602 -1.72538  0.051
41 H -1.22372 2.76013 0.31719  0.283
42 H -2.97993 2.71509 0.91505  0.527
43 H -1.59749 2.03485 1.80927  0.202
44 H -4.31291 0.85643 0.87508  0.440
45 H -3.87601 -0.69194 0.17119  0.284
46 H -3.19038 -0.18549 1.69737  0.295
47 H 0.31969 -2.12703 -2.20228  0.485
48 H 1.14050 -0.94059 -1.23285  -0.181
49 H 0.17188 -0.34138 -2.47451  0.310
50 H -1.21013 -0.43536 1.97402  0.106

The value obtained for the frontier orbital gap (alpha / beta) is 7.86 / 7.90 eV. The expectation value of S² is 8.76. The total energy comes out at -4636.75417 Ha. The energy above the lowest of the compared OMol25 structures with the same formula, charge and spin comes out at 0.0 kJ/mol. The calculation puts the maximum force at 0.1095 hartree/bohr. The charge is -1. As for the HOMO energy (alpha / beta): -5.7 / -5.7 eV. Its spin multiplicity is 6.

=====

# 3
The following is a quantum chemistry calculation of a molecular structure, C33H29GeIrN3O3 in a non-equilibrium geometry, from OMol25.

Last column: Mulliken charge in e.
Positions of all 70 atoms, in Å:
1 Ir 2.39427 -0.55956 0.01324  0.626
2 O 3.73714 3.03159 -1.37135  -0.714
3 C 3.42638 1.86155 -1.25054  0.251
4 N 2.38341 1.36421 -0.55195  -0.043
5 C 1.74942 2.22330 0.41531  -0.834
6 C 2.01945 1.61726 1.74786  0.745
7 C 1.64138 2.18749 2.95070  -0.792
8 C 1.97501 1.55744 4.13290  -0.373
9 C 2.67589 0.35530 4.09482  -0.855
10 C 2.99172 -0.18903 2.87458  -0.158
11 N 2.67085 0.43635 1.72547  -0.087
12 C 4.24617 0.76620 -1.83230  0.506
13 C 5.30778 1.00023 -2.67842  -0.706
14 C 6.10561 -0.07013 -3.05010  -0.254
15 C 5.79503 -1.34199 -2.58216  -0.799
16 C 4.69738 -1.50438 -1.76464  0.052
17 N 3.94629 -0.45776 -1.38164  -0.033
18 H 0.66362 2.28597 0.26877  -0.071
19 H 2.16325 3.23101 0.34621  0.682
20 H 1.08312 3.11274 2.94131  0.616
21 H 1.69895 1.99595 5.08278  0.464
22 H 2.97234 -0.15483 4.99937  0.451
23 H 3.50953 -1.13131 2.77817  0.518
24 H 5.49478 2.01591 -2.99731  0.505
25 H 6.96816 0.08758 -3.68347  0.460
26 H 6.39938 -2.19997 -2.83807  0.434
27 H 4.40403 -2.47815 -1.39654  0.467
28 O 1.89174 -2.29095 1.32444  -0.797
29 C 0.71026 -1.88112 1.37577  0.743
30 O 0.45216 -0.79431 0.73186  0.043
31 C -0.41605 -2.52187 2.11712  -0.929
32 C -1.73326 -2.36150 1.32056  -1.394
33 Ge -1.85609 -0.75797 0.15763  2.375
34 C -1.99650 1.06761 0.83730  -0.039
35 C -2.68979 1.98800 0.05045  -0.289
36 C -2.91129 3.28124 0.50176  -0.684
37 C -2.45130 3.66981 1.75442  -0.706
38 C -1.75375 2.76781 2.54307  -0.562
39 C -1.52784 1.47367 2.08484  -0.357
40 C -3.81217 -1.02483 -0.21552  -0.117
41 C -4.69428 -0.73892 0.83148  -0.361
42 C -6.02949 -1.11194 0.75408  -0.668
43 C -6.50278 -1.76343 -0.37711  -0.561
44 C -5.64787 -2.01886 -1.43653  -0.644
45 C -4.30966 -1.64088 -1.36280  -0.494
46 C -1.03587 -0.83894 -1.61885  0.522
47 C -0.36772 0.28021 -2.12126  -0.417
48 C 0.28596 0.22894 -3.34737  -0.559
49 C 0.27753 -0.94458 -4.09008  -0.735
50 C -0.37181 -2.06828 -3.59724  -0.902
51 C -1.02282 -2.01509 -2.37000  -0.137
52 H -0.48048 -1.99033 3.07199  0.276
53 H -0.16683 -3.56073 2.32690  0.440
54 H -2.59075 -2.36029 1.98794  0.436
55 H -1.85214 -3.20414 0.63687  0.504
56 H -3.06729 1.68580 -0.92022  0.435
57 H -3.45325 3.98268 -0.11922  0.438
58 H -2.64747 4.67089 2.11606  0.417
59 H -1.39863 3.06811 3.52252  0.549
60 H -0.98309 0.77215 2.70995  0.299
61 H -4.33820 -0.22438 1.71947  0.296
62 H -6.69807 -0.89700 1.57888  0.418
63 H -7.54011 -2.06788 -0.43185  0.379
64 H -6.01714 -2.51711 -2.32471  0.416
65 H -3.65875 -1.83254 -2.20725  0.347
66 H -0.36686 1.20498 -1.55442  0.120
67 H 0.78373 1.11178 -3.73101  0.512
68 H 0.76626 -0.98007 -5.05537  0.427
69 H -0.37988 -2.98502 -4.17334  0.455
70 H -1.51869 -2.90366 -1.99423  0.451

The value obtained for the frontier orbital gap is 6.01 eV. The total energy comes out at -3845.96359 Ha. The energy above the lowest of the compared OMol25 structures with the same formula, charge and spin comes out at 173.7 kJ/mol. The calculation puts the maximum force at 0.0508 hartree/bohr. The charge is +1. As for the HOMO energy: -10.7 eV.